Formula: C24H29AlBF3N3O8
Source: OMol25
Level of theory: ωB97M-V with the def2-TZVPD basis set

```
69
Properties=species:S:1:pos:R:3:nbo_charge:R:1
C 3.910 5.589 -0.107 -1.027
B 3.716 4.221 0.696 0.487
O 4.854 3.836 1.457 -0.959
Al 1.995 2.978 0.774 0.988
C 2.643 1.026 1.033 -1.215
C 0.840 3.021 -0.936 -0.930
C -0.651 3.152 -0.670 -0.065
O -0.970 4.039 0.403 -0.512
C -2.309 4.368 0.456 -0.142
C -3.071 3.573 1.533 0.938
F -2.304 2.668 2.073 -0.307
F -4.121 2.943 1.045 -0.338
F -3.494 4.337 2.525 -0.337
H 3.322 6.375 0.352 0.230
H 3.660 5.501 -1.161 0.219
H 4.955 5.908 -0.034 0.195
H 4.545 3.676 2.357 0.490
H 1.131 3.378 2.083 -0.395
H 2.211 0.410 0.246 0.199
H 2.332 0.702 2.015 0.218
H 3.726 1.012 0.917 0.186
H 0.950 2.034 -1.374 0.205
H 1.171 3.727 -1.680 0.206
H -0.996 2.154 -0.386 0.153
H -1.180 3.415 -1.593 0.140
H -2.801 4.184 -0.494 0.180
H -2.357 5.415 0.732 0.194
C 6.772 1.142 -2.213 -0.189
C 5.558 1.159 -1.539 -0.203
C 4.444 1.727 -2.134 -0.124
C 4.565 2.269 -3.403 -0.002
C 5.768 2.267 -4.085 -0.201
C 6.878 1.698 -3.482 -0.224
N 3.371 2.855 -4.029 0.531
O 2.362 2.834 -3.362 -0.341
O 3.474 3.322 -5.156 -0.411
H 7.640 0.693 -1.747 0.210
H 5.476 0.731 -0.550 0.238
H 3.499 1.744 -1.606 0.267
H 5.847 2.700 -5.071 0.238
H 7.826 1.687 -4.003 0.209
C -3.480 -2.696 3.841 -0.196
C -3.207 -2.917 2.499 -0.200
C -1.957 -2.612 1.981 -0.208
C -0.998 -2.088 2.826 0.094
C -1.254 -1.856 4.165 -0.200
C -2.504 -2.163 4.673 -0.222
N 0.340 -1.776 2.289 0.517
O 0.526 -1.970 1.104 -0.364
O 1.167 -1.348 3.071 -0.364
H -4.456 -2.940 4.241 0.208
H -3.971 -3.330 1.856 0.205
H -1.746 -2.780 0.939 0.264
H -0.493 -1.441 4.808 0.246
H -2.719 -1.986 5.718 0.214
C -6.309 -7.659 -1.422 -0.182
C -5.256 -7.960 -0.569 -0.211
C -4.317 -6.990 -0.257 -0.210
C -4.451 -5.727 -0.803 0.090
C -5.491 -5.413 -1.659 -0.209
C -6.424 -6.388 -1.969 -0.210
N -3.469 -4.688 -0.456 0.512
O -2.557 -5.000 0.286 -0.367
O -3.634 -3.577 -0.926 -0.367
H -7.044 -8.417 -1.661 0.217
H -5.167 -8.950 -0.145 0.221
H -3.497 -7.222 0.406 0.251
H -5.579 -4.422 -2.081 0.252
H -7.243 -6.156 -2.635 0.221
```

Its charge is -1. As for the maximum force: 0.0360 hartree/bohr. The LUMO energy comes out at 0.65 eV. Its electronic energy is -2264.76434 Eh. Its highest occupied orbital energy is -3.518 eV. As for the frontier orbital gap: 0.153 Eh.